The following is a DFT calculation (ωB97M-V/def2-TZVPD) of a structure of composition C44H96F4N6O8S4Sr in a non-equilibrium geometry.

Atoms and positions in Å:
Sr (13.037, 5.717, -12.811)
C (7.799, 4.682, -8.557)
C (7.621, 4.144, -7.139)
C (6.162, 3.940, -6.693)
C (5.518, 5.185, -6.079)
N (4.078, 5.050, -5.716)
C (3.955, 4.166, -4.510)
C (4.134, 5.072, -3.310)
C (3.291, 6.285, -3.702)
C (3.538, 6.415, -5.215)
C (3.246, 4.596, -6.907)
C (3.485, 5.414, -8.147)
C (2.446, 5.207, -9.246)
H (8.839, 5.017, -8.560)
H (7.114, 5.465, -8.874)
H (7.780, 3.933, -9.353)
H (8.098, 4.812, -6.414)
H (8.112, 3.172, -7.053)
H (6.180, 3.176, -5.905)
H (5.593, 3.438, -7.478)
H (5.691, 6.004, -6.777)
H (6.085, 5.409, -5.175)
H (2.951, 3.738, -4.486)
H (4.645, 3.329, -4.548)
H (3.743, 4.573, -2.426)
H (5.166, 5.370, -3.128)
H (2.225, 6.129, -3.555)
H (3.633, 7.180, -3.191)
H (2.644, 6.695, -5.757)
H (4.369, 7.091, -5.397)
H (2.227, 4.704, -6.520)
H (3.350, 3.512, -6.973)
H (4.462, 5.125, -8.546)
H (3.524, 6.485, -7.942)
H (1.454, 5.441, -8.855)
H (2.495, 4.226, -9.716)
H (2.580, 5.913, -10.066)
C (16.697, 1.548, -8.623)
C (17.833, 1.374, -7.619)
C (18.430, -0.044, -7.601)
C (19.514, -0.186, -6.557)
N (19.922, -1.598, -6.273)
C (18.855, -2.284, -5.436)
C (19.553, -3.296, -4.532)
C (20.971, -2.768, -4.363)
C (21.106, -1.574, -5.303)
C (20.272, -2.462, -7.466)
C (21.312, -1.862, -8.379)
C (21.634, -2.755, -9.556)
H (17.114, 1.578, -9.633)
H (16.130, 2.452, -8.425)
H (16.043, 0.670, -8.626)
H (17.514, 1.600, -6.596)
H (18.678, 2.043, -7.807)
H (18.724, -0.328, -8.617)
H (17.601, -0.739, -7.405)
H (19.213, 0.304, -5.634)
H (20.428, 0.307, -6.895)
H (18.169, -2.762, -6.133)
H (18.349, -1.542, -4.826)
H (19.483, -4.332, -4.860)
H (18.985, -3.316, -3.600)
H (21.742, -3.504, -4.589)
H (21.189, -2.451, -3.344)
H (22.054, -1.556, -5.832)
H (21.080, -0.617, -4.783)
H (19.317, -2.506, -7.997)
H (20.527, -3.439, -7.063)
H (22.242, -1.694, -7.822)
H (21.108, -0.825, -8.659)
H (20.760, -2.915, -10.197)
H (21.902, -3.778, -9.276)
H (22.463, -2.395, -10.160)
C (19.787, -0.582, -17.842)
C (18.398, 0.055, -17.805)
C (17.942, 0.443, -16.386)
C (17.176, -0.649, -15.678)
N (16.484, -0.183, -14.388)
C (15.475, 0.898, -14.693)
C (14.218, 0.439, -13.949)
C (14.217, -1.025, -14.337)
C (15.625, -1.385, -13.940)
C (17.502, 0.212, -13.362)
C (18.536, -0.818, -13.002)
C (19.614, -0.147, -12.132)
H (20.066, -0.822, -18.865)
H (19.790, -1.503, -17.255)
H (20.524, 0.122, -17.452)
H (17.717, -0.677, -18.258)
H (18.318, 0.922, -18.459)
H (17.394, 1.382, -16.463)
H (18.863, 0.655, -15.829)
H (17.739, -1.540, -15.431)
H (16.322, -0.925, -16.303)
H (15.785, 1.845, -14.250)
H (15.373, 1.007, -15.767)
H (14.551, 0.408, -12.905)
H (13.357, 1.096, -13.990)
H (13.472, -1.629, -13.810)
H (13.947, -1.308, -15.359)
H (15.699, -1.339, -12.849)
H (16.048, -2.348, -14.209)
H (16.881, 0.520, -12.513)
H (17.947, 1.155, -13.684)
H (19.003, -1.278, -13.869)
H (18.093, -1.622, -12.409)
H (20.264, -0.931, -11.741)
H (19.196, 0.385, -11.278)
H (20.221, 0.500, -12.764)
C (12.299, -3.549, -4.370)
C (11.743, -2.143, -4.266)
C (12.386, -1.174, -5.274)
C (11.876, 0.237, -5.110)
N (12.138, 1.180, -6.238)
C (13.628, 1.315, -6.513)
C (14.051, 2.693, -6.016)
C (12.901, 3.215, -5.159)
C (11.698, 2.565, -5.839)
C (11.433, 0.771, -7.503)
C (9.965, 0.461, -7.365)
C (9.272, 0.409, -8.744)
H (12.098, -4.006, -5.348)
H (11.770, -4.199, -3.675)
H (13.382, -3.637, -4.278)
H (12.006, -1.723, -3.288)
H (10.654, -2.165, -4.337)
H (12.200, -1.590, -6.271)
H (13.460, -1.260, -5.086)
H (12.300, 0.688, -4.210)
H (10.806, 0.185, -4.907)
H (13.844, 1.157, -7.568)
H (14.118, 0.485, -6.011)
H (14.384, 3.315, -6.847)
H (14.955, 2.596, -5.409)
H (12.817, 4.295, -5.226)
H (12.970, 2.867, -4.131)
H (11.404, 3.164, -6.701)
H (10.811, 2.492, -5.212)
H (11.989, -0.062, -7.932)
H (11.541, 1.598, -8.206)
H (9.442, 1.216, -6.775)
H (9.809, -0.516, -6.898)
H (9.879, -0.025, -9.530)
H (9.005, 1.452, -8.938)
H (8.296, -0.049, -8.592)
N (11.483, 6.355, -14.554)
S (9.991, 5.966, -15.022)
O (9.832, 5.349, -16.276)
O (9.014, 6.828, -14.477)
F (9.937, 4.675, -13.997)
S (11.865, 7.396, -15.805)
O (11.188, 8.633, -15.817)
O (12.250, 6.780, -17.012)
F (13.303, 7.830, -15.167)
N (12.457, 3.776, -11.537)
S (11.004, 3.391, -10.826)
O (10.932, 3.670, -9.430)
O (10.328, 2.263, -11.335)
F (10.170, 4.614, -11.361)
S (13.401, 2.894, -10.583)
O (13.165, 1.514, -10.345)
O (14.084, 3.624, -9.570)
F (14.580, 2.773, -11.716)

As for the net charge: +4. Its largest force on an atom is 5.3 eV/Å. The calculation puts the lowest unoccupied orbital energy at -8.714 eV. The calculation puts the energy above the lowest of the compared OMol25 structures with the same formula, charge and spin at 0.0 kcal per mole.

Löwdin atomic charge list, values in e, 99 entries: atom 1 (Sr): 1.72, atom 2 (C): -0.09, atom 3 (C): -0.23, atom 4 (C): -0.18, atom 5 (C): -0.13, atom 6 (N): -0.21, atom 7 (C): -0.11, atom 8 (C): -0.14, atom 9 (C): -0.12, atom 10 (C): -0.06, atom 11 (C): -0.12, atom 12 (C): -0.23, atom 13 (C): -0.07, atom 14 (H): 0.06, atom 15 (H): 0.08, atom 16 (H): 0.07, atom 17 (H): 0.11, atom 18 (H): 0.09, atom 19 (H): 0.10, atom 20 (H): 0.12, atom 21 (H): 0.13, atom 22 (H): 0.14, atom 23 (H): 0.15, atom 24 (H): 0.13, atom 25 (H): 0.13, atom 26 (H): 0.12, atom 27 (H): 0.13, atom 28 (H): 0.13, atom 29 (H): 0.13, atom 30 (H): 0.13, atom 31 (H): 0.14, atom 32 (H): 0.14, atom 33 (H): 0.10, atom 34 (H): 0.12, atom 35 (H): 0.09, atom 36 (H): 0.09, atom 37 (H): 0.09, atom 38 (C): -0.09, atom 39 (C): -0.24, atom 40 (C): -0.20, atom 41 (C): -0.13, atom 42 (N): -0.22, atom 43 (C): -0.09, atom 44 (C): -0.14, atom 45 (C): -0.12, atom 46 (C): -0.08, atom 47 (C): -0.10, atom 48 (C): -0.23, atom 49 (C): -0.08, atom 50 (H): 0.07, atom 51 (H): 0.06, atom 52 (H): 0.07, atom 53 (H): 0.11, atom 54 (H): 0.12, atom 55 (H): 0.11, atom 56 (H): 0.12, atom 57 (H): 0.14, atom 58 (H): 0.14, atom 59 (H): 0.13, atom 60 (H): 0.14, atom 61 (H): 0.12, atom 62 (H): 0.12, atom 63 (H): 0.13, atom 64 (H): 0.13, atom 65 (H): 0.13, atom 66 (H): 0.14, atom 67 (H): 0.13, atom 68 (H): 0.15, atom 69 (H): 0.11, atom 70 (H): 0.11, atom 71 (H): 0.07, atom 72 (H): 0.09, atom 73 (H): 0.09, atom 74 (C): -0.09, atom 75 (C): -0.24, atom 76 (C): -0.18, atom 77 (C): -0.11, atom 78 (N): -0.20, atom 79 (C): -0.09, atom 80 (C): -0.13, atom 81 (C): -0.14, atom 82 (C): -0.09, atom 83 (C): -0.15, atom 84 (C): -0.21, atom 85 (C): -0.07, atom 86 (H): 0.08, atom 87 (H): 0.07, atom 88 (H): 0.08, atom 89 (H): 0.11, atom 90 (H): 0.11, atom 91 (H): 0.11, atom 92 (H): 0.11, atom 93 (H): 0.13, atom 94 (H): 0.14, atom 95 (H): 0.13, atom 96 (H): 0.14, atom 97 (H): 0.10, atom 98 (H): 0.13, atom 99 (H): 0.13